Here is a 7-piece molecular cluster, C55H102F9N3O10S overall in a non-equilibrium geometry from the OMol25 dataset. Energies are from ωB97M-V/def2-TZVPD.

Positions of all 180 atoms, in Å:
C -2.23899 -0.75647 -6.46999
C -1.06624 -0.97791 -5.50895
C -0.88961 -2.43923 -5.12729
C 0.46134 -2.80407 -4.52128
C 0.58405 -2.63301 -3.01384
C 0.73016 -1.20888 -2.49760
C 1.98613 -0.50366 -2.99604
C 1.74448 0.94648 -3.38541
C 1.30872 1.85066 -2.24377
C 2.42880 2.15679 -1.26784
C 2.10764 3.29156 -0.29217
C 2.50379 3.01455 1.16502
C 1.72218 3.86875 2.11687
C 0.44609 3.60388 2.74577
S -0.43217 2.10520 2.39324
O -1.79360 2.45437 2.07958
O 0.27882 1.20553 1.53273
C -0.56493 1.06288 3.97428
F -0.75140 -0.19075 3.54858
F -1.64404 1.47120 4.65351
C 0.62530 1.06741 4.96844
F 0.28784 0.23020 5.96964
F 0.77348 2.30624 5.45133
C 1.97160 0.57752 4.38944
F 1.70127 -0.41079 3.54453
F 2.53687 1.59598 3.72891
C 2.98669 0.07282 5.44402
F 3.01211 0.89014 6.48168
F 4.18407 0.03728 4.87776
F 2.65471 -1.13836 5.84381
C -0.21902 4.54835 3.62205
C -1.54247 4.29476 4.28181
C 0.42983 5.79270 3.85647
N -0.17830 6.79251 4.68957
C -0.70118 7.96073 3.97444
C 0.42464 7.08767 5.89022
C 1.10825 5.96887 6.59127
O 0.29565 8.15416 6.39524
C 1.68399 6.08715 3.26147
N 2.28524 7.27986 3.53847
C 3.42265 7.54366 2.97240
C 4.04674 6.62394 2.08221
C 5.34581 6.96512 1.42523
O 6.11326 7.85484 2.20035
C 7.07978 7.25075 3.05084
C 7.36579 8.19573 4.18132
N 3.50937 5.47031 1.81647
C 2.31635 5.15668 2.39971
H -1.93093 -0.21509 -7.35376
H -3.02417 -0.18054 -6.00162
H -2.66234 -1.70330 -6.78039
H -0.13996 -0.61980 -5.94163
H -1.25449 -0.39409 -4.61616
H -1.67901 -2.76241 -4.46016
H -0.99071 -3.02233 -6.03777
H 1.23952 -2.26106 -5.04627
H 0.63394 -3.85449 -4.73187
H -0.30188 -3.07038 -2.56247
H 1.44277 -3.19944 -2.66530
H -0.14719 -0.62898 -2.76128
H 0.75545 -1.24029 -1.41394
H 2.74045 -0.52027 -2.21768
H 2.38505 -1.03005 -3.85345
H 2.65932 1.36647 -3.79258
H 0.99926 0.97698 -4.17491
H 0.96327 2.79722 -2.65477
H 0.47898 1.42953 -1.68532
H 2.70351 1.26790 -0.71073
H 3.29993 2.43984 -1.85042
H 1.06787 3.58691 -0.36958
H 2.67649 4.16260 -0.60032
H 3.54218 3.28373 1.26764
H 2.43200 1.97160 1.39858
H -2.06042 5.23274 4.40375
H -1.39683 3.89987 5.27954
H -2.16864 3.63587 3.71592
H -0.85581 7.69172 2.93894
H -1.64300 8.26632 4.40705
H -0.01007 8.78908 4.03719
H 1.33361 5.11892 5.96340
H 2.01858 6.35453 7.02135
H 0.45285 5.63268 7.38428
H 3.90636 8.47839 3.19092
H 5.87677 6.04048 1.22802
H 5.15945 7.43795 0.46670
H 7.97450 7.04421 2.47178
H 6.68200 6.31618 3.44065
H 7.47125 9.20397 3.80876
H 8.26979 7.90069 4.69768
H 6.55887 8.17131 4.90159
C 0.92565 -3.26259 2.86873
C -0.07846 -4.40078 2.84836
O 0.46674 -5.67242 3.14924
C 1.06616 -5.80128 4.42393
C 0.12619 -5.53653 5.58827
H 1.74764 -3.45901 2.17859
H 0.43386 -2.33825 2.57037
H 1.34778 -3.11483 3.86370
H -0.49134 -4.50010 1.84635
H -0.92122 -4.17890 3.51535
H 1.95428 -5.16270 4.50064
H 1.41545 -6.83281 4.46037
H -0.23691 -4.50803 5.59862
H 0.64563 -5.71265 6.53056
H -0.73822 -6.19988 5.53909
C -2.50951 9.03696 -0.34459
C -1.31602 8.11626 -0.53283
O -1.30010 6.99932 0.33612
C -2.40276 6.11100 0.23464
C -2.57126 5.46855 -1.13037
H -2.55831 9.39402 0.68469
H -2.42054 9.89801 -1.00700
H -3.45231 8.53949 -0.57459
H -0.39639 8.65589 -0.30479
H -1.24391 7.79378 -1.57792
H -3.32847 6.60859 0.54536
H -2.19615 5.33718 0.97554
H -2.79274 6.20131 -1.90754
H -3.39414 4.75462 -1.10206
H -1.66237 4.93676 -1.41556
C -4.22302 -5.67740 -7.91880
C -2.85548 -5.23088 -8.40486
O -1.79421 -5.57255 -7.53320
C -1.61094 -6.95186 -7.27970
C -1.31657 -7.78421 -8.51607
H -4.42885 -5.26264 -6.93117
H -4.99631 -5.33804 -8.60771
H -4.29619 -6.76381 -7.84957
H -2.82305 -4.14296 -8.46755
H -2.66522 -5.61207 -9.41509
H -2.47292 -7.36390 -6.74093
H -0.76291 -6.99475 -6.59653
H -2.14782 -7.78064 -9.22200
H -1.13161 -8.81961 -8.22881
H -0.43367 -7.40370 -9.03079
C -7.54412 -11.66640 -6.70035
C -6.78291 -10.60679 -7.47891
O -7.07675 -9.27719 -7.09554
C -6.79882 -8.94069 -5.74909
C -5.34118 -9.10069 -5.35397
H -8.61886 -11.50639 -6.78919
H -7.30606 -12.65542 -7.09205
H -7.28825 -11.66125 -5.64014
H -7.05854 -10.65591 -8.53213
H -5.70427 -10.79647 -7.42427
H -7.44292 -9.50766 -5.06685
H -7.09066 -7.89464 -5.66111
H -5.00718 -10.13704 -5.41731
H -5.19285 -8.76687 -4.32687
H -4.70580 -8.50229 -6.00893
C -4.13442 -5.42547 2.15585
C -4.51576 -3.95470 2.12973
O -5.84781 -3.68942 2.52770
C -6.19062 -4.08334 3.84209
C -5.36098 -3.42289 4.93061
H -4.80449 -6.01059 1.52455
H -3.11391 -5.55488 1.79388
H -4.17805 -5.83906 3.16457
H -4.45109 -3.57337 1.11186
H -3.80983 -3.36796 2.73064
H -6.14941 -5.17456 3.94277
H -7.23598 -3.79562 3.95145
H -4.30682 -3.69596 4.86686
H -5.72367 -3.73225 5.91121
H -5.43354 -2.33710 4.85973
C 7.76580 1.32909 -0.29877
C 6.75786 2.27500 0.33085
O 5.64838 1.63110 0.92541
C 5.92523 0.73443 1.98394
C 6.61131 1.37214 3.17971
H 7.28221 0.70079 -1.04700
H 8.55748 1.90065 -0.78334
H 8.23414 0.67656 0.43923
H 6.32337 2.91454 -0.43808
H 7.25418 2.93642 1.05196
H 6.50160 -0.12534 1.62341
H 4.94759 0.35546 2.28335
H 7.60097 1.75682 2.93025
H 6.73327 0.63441 3.97314
H 6.01259 2.19949 3.56478

Values from the calculation:
DFT total energy in eV: -118924.3734
Gap between HOMO and LUMO in eV: 8.06
Structure (SMILES): CCCCCCCCCCCCc1c(S(=O)(=O)C(F)(F)C(F)(F)C(F)(F)C(F)(F)F)c(C)c(N(C)C(C)=O)c2ncc(COCC)nc12.CCOCC.CCOCC.CCOCC.CCOCC.CCOCC.CCOCC
HOMO energy in eV: -9.0
Charge: 0